C84H98B5F20N16O6 | ωB97M-V with the def2-TZVPD basis set

Results
HOMO-LUMO gap in eV: 4.950
Net charge: +7
HOMO level in eV: -16.91
E in eV: -182510.9550
F_max in eV/Å: 4.296

Geometry (Å):
C: 1.84 3.68 2.38
N: 1.40 2.95 1.18
C: 1.31 1.58 1.29
C: 0.78 0.80 0.28
C: 0.39 1.37 -0.93
C: 0.59 2.75 -1.05
C: 1.10 3.50 0.01
C: -0.34 0.49 -1.88
C: -0.86 0.80 -3.15
C: -1.38 -0.25 -3.89
N: -1.66 -1.48 -3.41
C: -1.19 -1.80 -2.18
C: -0.51 -0.87 -1.45
C: -2.44 -2.43 -4.17
H: 2.89 3.67 2.57
H: 1.38 3.29 3.27
H: 1.62 4.73 2.26
H: 1.53 1.26 2.32
H: 0.63 -0.26 0.52
H: 0.35 3.35 -1.95
H: 1.25 4.57 -0.12
H: -0.83 1.79 -3.65
H: -1.64 -0.10 -4.94
H: -1.41 -2.81 -1.89
H: -0.13 -1.24 -0.54
H: -3.45 -2.52 -3.83
H: -1.98 -3.43 -4.12
H: -2.40 -2.12 -5.21
C: 8.97 5.08 5.24
N: 7.77 5.17 6.14
C: 7.52 6.41 6.61
C: 6.45 6.69 7.38
C: 5.68 5.62 7.75
C: 5.81 4.35 7.18
C: 6.97 4.16 6.39
C: 4.56 5.85 8.71
C: 3.27 5.76 8.20
C: 2.23 6.15 9.04
N: 2.36 6.46 10.31
C: 3.62 6.58 10.83
C: 4.72 6.29 10.05
C: 1.18 6.64 11.15
H: 9.21 4.07 5.04
H: 9.75 5.54 5.84
H: 8.82 5.60 4.31
H: 8.19 7.15 6.13
H: 6.27 7.69 7.64
H: 5.08 3.62 7.44
H: 7.22 3.24 5.93
H: 3.06 5.48 7.15
H: 1.28 6.27 8.55
H: 3.64 6.84 11.87
H: 5.67 6.47 10.53
H: 1.35 7.48 11.84
H: 0.98 5.71 11.65
H: 0.30 6.87 10.57
C: 3.91 -3.41 -9.38
N: 4.62 -2.97 -8.17
C: 3.94 -2.27 -7.27
C: 4.44 -1.97 -6.01
C: 5.68 -2.54 -5.69
C: 6.44 -3.15 -6.72
C: 5.88 -3.37 -7.92
C: 6.18 -2.49 -4.30
C: 5.27 -2.18 -3.31
C: 5.69 -2.09 -2.00
N: 6.98 -2.38 -1.63
C: 7.85 -2.65 -2.64
C: 7.49 -2.69 -3.99
C: 7.36 -2.39 -0.28
H: 3.98 -4.49 -9.49
H: 4.29 -2.90 -10.27
H: 2.84 -3.26 -9.27
H: 2.99 -1.89 -7.64
H: 3.91 -1.26 -5.43
H: 7.40 -3.57 -6.57
H: 6.36 -3.84 -8.75
H: 4.20 -2.12 -3.55
H: 4.97 -1.75 -1.23
H: 8.87 -2.74 -2.32
H: 8.20 -2.92 -4.79
H: 8.37 -2.84 -0.27
H: 6.67 -2.97 0.32
H: 7.38 -1.37 0.20
C: -6.30 0.96 2.11
N: -5.31 0.46 3.05
C: -5.61 -0.52 3.91
C: -4.75 -1.00 4.89
C: -3.46 -0.44 4.91
C: -3.14 0.55 4.01
C: -4.04 0.98 3.04
C: -2.50 -0.83 5.96
C: -1.35 -0.14 6.25
C: -0.41 -0.69 7.15
N: -0.67 -1.78 7.83
C: -1.85 -2.42 7.62
C: -2.78 -1.97 6.74
C: 0.29 -2.46 8.66
H: -6.09 0.78 1.08
H: -6.45 2.03 2.27
H: -7.24 0.50 2.29
H: -6.62 -0.86 3.82
H: -5.20 -1.68 5.59
H: -2.23 1.12 4.02
H: -3.73 1.64 2.26
H: -1.06 0.73 5.63
H: 0.54 -0.24 7.34
H: -1.97 -3.40 8.09
H: -3.59 -2.66 6.53
H: 0.16 -2.16 9.72
H: 1.31 -2.19 8.30
H: 0.06 -3.50 8.65
C: 3.24 -5.81 5.24
N: 2.78 -6.30 3.93
C: 3.19 -7.42 3.38
C: 2.62 -7.87 2.22
C: 1.59 -7.25 1.58
C: 1.16 -6.06 2.19
C: 1.80 -5.66 3.34
C: 0.91 -7.89 0.44
C: 0.43 -9.18 0.56
C: -0.45 -9.70 -0.39
N: -0.76 -8.90 -1.44
C: -0.11 -7.76 -1.62
C: 0.69 -7.17 -0.71
C: -1.83 -9.41 -2.37
H: 4.24 -6.22 5.41
H: 2.60 -6.16 6.03
H: 3.28 -4.71 5.18
H: 3.93 -8.02 3.91
H: 3.01 -8.75 1.74
H: 0.41 -5.39 1.73
H: 1.55 -4.76 3.86
H: 0.76 -9.89 1.31
H: -0.83 -10.72 -0.33
H: -0.34 -7.31 -2.57
H: 1.18 -6.22 -0.91
H: -2.70 -9.17 -1.85
H: -1.60 -10.49 -2.46
H: -1.71 -8.99 -3.37
C: -1.53 -6.09 -10.76
N: -2.54 -5.45 -9.97
C: -3.78 -5.63 -10.28
C: -4.83 -5.05 -9.57
C: -4.50 -4.18 -8.55
C: -3.13 -3.88 -8.36
C: -2.17 -4.48 -9.07
C: -5.48 -3.49 -7.67
C: -6.26 -2.50 -8.18
C: -7.01 -1.74 -7.32
N: -7.13 -2.01 -5.98
C: -6.48 -3.11 -5.53
C: -5.62 -3.81 -6.32
C: -7.87 -1.20 -5.08
H: -1.91 -6.33 -11.78
H: -1.20 -6.98 -10.26
H: -0.71 -5.38 -10.82
H: -3.98 -6.37 -11.00
H: -5.80 -5.45 -9.79
H: -2.75 -3.24 -7.61
H: -1.12 -4.25 -9.00
H: -6.27 -2.19 -9.25
H: -7.52 -0.85 -7.67
H: -6.62 -3.38 -4.48
H: -5.03 -4.57 -5.85
H: -8.50 -0.53 -5.64
H: -7.10 -0.63 -4.48
H: -8.43 -1.82 -4.39
C: -4.99 4.42 -3.57
N: -4.65 5.60 -2.73
C: -5.02 6.87 -3.06
C: -4.66 7.95 -2.28
C: -3.94 7.78 -1.11
C: -3.64 6.44 -0.77
C: -4.03 5.38 -1.56
C: -3.55 8.98 -0.33
C: -2.59 9.85 -0.79
C: -2.16 10.86 0.05
N: -2.69 11.01 1.29
C: -3.59 10.12 1.77
C: -4.00 9.07 0.99
C: -2.39 12.22 2.01
H: -4.48 4.54 -4.51
H: -6.07 4.40 -3.66
H: -4.71 3.49 -3.04
H: -5.54 7.01 -4.02
H: -4.92 8.91 -2.66
H: -3.20 6.03 0.13
H: -3.77 4.38 -1.23
H: -2.07 9.70 -1.76
H: -1.39 11.60 -0.18
H: -3.76 10.21 2.85
H: -4.53 8.30 1.49
H: -2.18 11.92 3.02
H: -3.25 12.89 1.99
H: -1.58 12.81 1.53
N: -2.91 -5.87 -4.18
O: -3.46 -5.38 -3.23
O: -3.17 -5.37 -5.33
O: -2.20 -6.84 -4.02
N: 3.03 5.68 4.61
O: 2.15 5.94 5.38
O: 4.06 5.15 5.03
O: 3.02 6.04 3.46
B: 2.18 -3.27 0.46
F: 2.89 -3.70 1.62
F: 1.85 -1.94 0.52
F: 3.02 -3.55 -0.60
F: 1.02 -4.10 0.33
B: 2.62 0.71 5.45
F: 1.87 1.53 4.50
F: 2.01 0.86 6.77
F: 2.42 -0.70 5.14
F: 3.95 0.98 5.44
B: -2.18 3.65 1.92
F: -1.80 2.28 2.00
F: -1.01 4.42 1.45
F: -3.23 3.81 0.89
F: -2.61 4.07 3.19
B: 0.72 -1.84 -6.26
F: 1.49 -0.67 -6.21
F: 1.34 -2.90 -7.11
F: 0.57 -2.45 -4.96
F: -0.61 -1.57 -6.71
B: -4.88 -0.18 -1.82
F: -6.15 0.12 -1.34
F: -4.99 -0.27 -3.32
F: -3.99 0.90 -1.54
F: -4.36 -1.37 -1.37